1.
{
  "formula": "C8H8N2O3S",
  "method": "ωB97M-V/def2-TZVPD",
  "homo_lumo_gap_ev": 9.45,
  "smiles": "C[N@+]1(S(=O)(=O)[O-])C=Nc2ccccc21",
  "spin_multiplicity": 1,
  "total_charge": 0,
  "symbols": ["C", "N", "S", "O", "O", "O", "C", "N", "C", "C", "C", "C", "C", "C", "H", "H", "H", "H", "H", "H", "H", "H"],
  "positions_angstrom": [[1.591, 1.499, -0.779], [1.158, 0.131, -0.631], [2.498, -0.605, 0.716], [2.012, -1.926, 0.890], [2.235, 0.351, 1.740], [3.654, -0.404, -0.094], [1.324, -0.838, -1.640], [0.459, -1.773, -1.616], [-0.414, -1.470, -0.584], [-1.518, -2.166, -0.119], [-2.214, -1.613, 0.941], [-1.822, -0.413, 1.527], [-0.712, 0.288, 1.079], [-0.028, -0.256, 0.013], [2.611, 1.499, -1.162], [0.929, 2.040, -1.459], [1.594, 1.973, 0.202], [2.154, -0.782, -2.318], [-1.803, -3.104, -0.565], [-3.078, -2.128, 1.332], [-2.389, -0.021, 2.357], [-0.392, 1.201, 1.554]],
  "atomic_forces_ev_per_a": [[-0.0395, 1.1071, -0.4395], [0.2707, -0.4389, 0.7200], [1.0792, -0.2333, 0.9829], [-0.0867, -0.3232, 0.0126], [-0.0092, 0.2149, 0.3141], [0.4200, -0.0002, -0.2369], [-0.3802, -0.5896, -1.0883], [0.3973, -0.2370, -0.6496], [-0.3397, 0.9033, 0.6546], [0.2450, 0.1166, -0.0921], [-0.0350, -0.0524, 0.0282], [0.0308, 0.0610, 0.0091], [0.0737, 0.1289, -0.0893], [-1.5814, -0.6089, -0.0820], [-0.1199, 0.0056, -0.0040], [0.0426, -0.0976, 0.0693], [-0.0482, -0.0446, -0.1466], [0.2307, 0.1234, -0.0582], [-0.0455, -0.1207, -0.0724], [-0.0801, -0.0426, 0.0326], [-0.0414, 0.0366, 0.0695], [0.0168, 0.0917, 0.0659]],
  "mulliken_charge": [-0.820, 0.037, 1.212, -0.497, -0.541, -0.561, 0.084, -0.574, 0.413, -0.824, -0.396, -0.744, -0.744, 0.920, 0.344, 0.333, 0.331, 0.424, 0.446, 0.390, 0.382, 0.383]
}

2.
{
  "formula": "C9H16BeIN2O4S",
  "method": "ωB97M-V/def2-TZVPD",
  "homo_lumo_gap_ev": 3.59,
  "spin_multiplicity": 1,
  "total_charge": 1,
  "symbols": ["N", "C", "O", "C", "C", "N", "S", "C", "I", "C", "C", "C", "C", "O", "C", "O", "O", "H", "H", "H", "H", "H", "H", "H", "H", "H", "H", "H", "H", "H", "H", "H", "H", "Be"],
  "positions_angstrom": [[2.566, 2.619, 1.015], [3.410, 1.556, 0.655], [4.264, 1.182, 1.404], [3.179, 0.899, -0.734], [2.789, -0.567, -0.418], [1.509, -0.657, 0.367], [1.825, -1.829, 1.640], [0.417, -1.250, -0.395], [0.741, -3.462, -0.416], [-0.901, -1.020, 0.471], [-1.984, -0.189, -0.265], [-3.087, 0.218, 0.781], [-3.915, 1.355, 0.139], [-4.678, 0.859, -0.962], [0.268, -0.741, -1.818], [0.357, 0.406, -2.155], [-0.005, -1.669, -2.644], [2.485, 2.679, 2.030], [1.616, 2.416, 0.697], [2.363, 1.467, -1.204], [4.102, 0.968, -1.324], [3.591, -0.925, 0.247], [2.831, -1.221, -1.309], [2.077, -1.183, 2.815], [-1.287, -1.977, 0.863], [-0.608, -0.433, 1.357], [-1.554, 0.767, -0.604], [-2.449, -0.746, -1.094], [-3.694, -0.637, 1.106], [-2.526, 0.688, 1.613], [-3.275, 2.175, -0.234], [-4.576, 1.794, 0.909], [-4.355, 1.286, -1.764], [-1.492, -4.828, -0.769]],
  "atomic_forces_ev_per_a": [[-1.0443, -1.2543, -0.0686], [-0.5627, 0.7134, -0.4495], [0.9289, -0.6849, 0.5318], [-0.9760, 0.5354, 0.9778], [1.4702, 0.8531, -0.2197], [0.6136, -1.9926, -1.0442], [-0.0498, 0.3769, 1.2344], [-0.5824, 3.3136, 3.3464], [-1.2190, -2.0232, -1.4867], [-0.0557, 0.0734, -0.4769], [-0.5790, -0.3239, 1.1723], [1.1607, 0.9982, -1.1971], [-0.2940, -0.2023, 0.3270], [0.1357, 0.0989, 0.1074], [-0.1766, -2.0566, -2.2058], [0.4130, 1.7944, 1.0548], [-0.2222, -1.3576, 0.7893], [0.6113, 0.2880, -0.1454], [0.2751, 0.5053, -0.4374], [0.3482, -0.4888, -0.3022], [-0.2900, -0.1726, 0.1841], [-0.2847, 0.1052, -0.3415], [-0.5136, 0.3079, 0.2270], [-0.1264, 0.4644, -0.6898], [-0.0489, 0.4214, -0.2625], [0.1270, -0.3430, -0.3928], [-0.0020, -0.5933, -0.1995], [0.3308, 0.3404, 0.1131], [0.0715, 0.3893, 0.0021], [-0.5252, -0.4453, 0.0243], [0.0558, -0.3770, 0.4323], [0.0230, -0.2195, -0.4490], [-0.1998, -0.1233, 0.1253], [1.1876, 1.0792, -0.2810]],
  "mulliken_charge": [-0.560, 0.427, -0.547, -0.440, -0.839, 0.071, -0.255, -0.145, 0.475, -0.415, -0.495, -0.507, -0.709, -0.534, 0.631, -0.524, -0.630, 0.287, 0.269, 0.209, 0.390, 0.679, 0.408, 0.241, 0.157, 0.327, 0.431, 0.257, 0.369, 0.348, 0.366, 0.346, 0.327, 0.586]
}

3.
{
  "formula": "C5H10N2O",
  "method": "ωB97M-V/def2-TZVPD",
  "homo_lumo_gap_ev": [8.00, 4.62],
  "spin_multiplicity": 2,
  "total_charge": 1,
  "symbols": ["N", "C", "C", "C", "C", "C", "N", "O", "H", "H", "H", "H", "H", "H", "H", "H", "H", "H"],
  "positions_angstrom": [[-0.650, 1.628, -0.979], [-0.096, 0.750, 0.016], [-0.758, -0.617, -0.105], [-1.736, -1.037, 0.879], [-2.350, -2.291, 0.847], [1.462, 0.551, -0.198], [2.096, -0.259, 0.678], [1.997, 1.101, -1.125], [-0.181, 1.399, -1.854], [-0.247, 2.556, -0.831], [-0.183, 1.077, 1.042], [-0.094, -1.507, -0.192], [-1.288, -0.756, -1.075], [-2.065, -0.361, 1.675], [-2.875, -2.687, 1.710], [-2.383, -2.925, -0.022], [1.665, -0.718, 1.461], [3.064, -0.516, 0.554]],
  "atomic_forces_ev_per_a": [[0.3227, 0.6664, 0.2083], [1.4508, -1.0770, -0.3650], [-0.5508, -0.9010, 0.1302], [-0.3278, 0.4711, -0.0114], [-0.3879, -0.2166, 0.3625], [-0.6379, 0.1676, -0.0969], [0.2957, -0.6350, 0.4346], [0.1762, -0.0073, -0.1528], [-0.1722, -0.2575, -0.1565], [-0.4247, -0.0086, 0.2281], [-0.4298, 0.5703, 0.2293], [0.3336, 0.3177, -0.0836], [0.0408, 0.2508, -0.0415], [0.2566, -0.0916, -0.0962], [0.0180, 0.1933, 0.0886], [0.3028, -0.0492, -0.3902], [-0.2887, 0.2508, -0.0137], [0.0225, 0.3555, -0.2737]],
  "mulliken_charge": [-0.788, 0.132, -1.008, 0.195, -0.635, 0.387, -0.365, -0.569, 0.323, 0.317, 0.430, 0.617, 0.511, 0.399, 0.305, 0.320, 0.186, 0.243]
}

4.
{
  "formula": "C4H8N2",
  "method": "ωB97M-V/def2-TZVPD",
  "homo_lumo_gap_ev": [8.11, 7.56],
  "spin_multiplicity": 1,
  "total_charge": 0,
  "symbols": ["C", "C", "C", "C", "N", "N", "H", "H", "H", "H", "H", "H", "H", "H"],
  "positions_angstrom": [[-0.601, 1.042, 1.037], [-0.497, 0.924, -2.128], [0.052, 0.020, -1.067], [1.011, -1.879, 1.927], [0.000, 0.277, 0.185], [1.060, -0.657, 1.685], [-0.074, 1.338, 1.930], [-1.651, 1.282, 0.910], [0.590, -0.874, -1.367], [0.853, -2.267, 2.945], [1.179, -2.661, 1.165], [-1.502, 0.603, -2.415], [-0.555, 1.960, -1.789], [0.136, 0.891, -3.016]],
  "atomic_forces_ev_per_a": [[-0.5960, 0.3323, -0.4336], [0.1755, 0.0166, -0.1472], [-0.1015, 0.4479, 0.2600], [0.2774, -0.4313, -0.5317], [-0.1638, 0.0418, -0.9737], [0.8630, -0.5646, 1.7490], [0.0766, 0.0073, -0.0155], [-0.0471, -0.0074, 0.0174], [-0.1788, -0.1682, 0.0350], [0.0690, 0.2291, -0.0267], [-0.2731, 0.1580, -0.0110], [0.0176, 0.0335, -0.0371], [-0.0214, -0.0627, 0.1340], [-0.0974, -0.0322, -0.0190]],
  "mulliken_charge": [-0.541, -1.058, 0.047, -0.279, -0.126, -0.424, 0.314, 0.318, 0.397, 0.247, 0.221, 0.259, 0.303, 0.321]
}

What is the formula in the first record?
C8H8N2O3S

Copy entry 2 word for word.
{
  "formula": "C9H16BeIN2O4S",
  "method": "ωB97M-V/def2-TZVPD",
  "homo_lumo_gap_ev": 3.59,
  "spin_multiplicity": 1,
  "total_charge": 1,
  "symbols": ["N", "C", "O", "C", "C", "N", "S", "C", "I", "C", "C", "C", "C", "O", "C", "O", "O", "H", "H", "H", "H", "H", "H", "H", "H", "H", "H", "H", "H", "H", "H", "H", "H", "Be"],
  "positions_angstrom": [[2.566, 2.619, 1.015], [3.410, 1.556, 0.655], [4.264, 1.182, 1.404], [3.179, 0.899, -0.734], [2.789, -0.567, -0.418], [1.509, -0.657, 0.367], [1.825, -1.829, 1.640], [0.417, -1.250, -0.395], [0.741, -3.462, -0.416], [-0.901, -1.020, 0.471], [-1.984, -0.189, -0.265], [-3.087, 0.218, 0.781], [-3.915, 1.355, 0.139], [-4.678, 0.859, -0.962], [0.268, -0.741, -1.818], [0.357, 0.406, -2.155], [-0.005, -1.669, -2.644], [2.485, 2.679, 2.030], [1.616, 2.416, 0.697], [2.363, 1.467, -1.204], [4.102, 0.968, -1.324], [3.591, -0.925, 0.247], [2.831, -1.221, -1.309], [2.077, -1.183, 2.815], [-1.287, -1.977, 0.863], [-0.608, -0.433, 1.357], [-1.554, 0.767, -0.604], [-2.449, -0.746, -1.094], [-3.694, -0.637, 1.106], [-2.526, 0.688, 1.613], [-3.275, 2.175, -0.234], [-4.576, 1.794, 0.909], [-4.355, 1.286, -1.764], [-1.492, -4.828, -0.769]],
  "atomic_forces_ev_per_a": [[-1.0443, -1.2543, -0.0686], [-0.5627, 0.7134, -0.4495], [0.9289, -0.6849, 0.5318], [-0.9760, 0.5354, 0.9778], [1.4702, 0.8531, -0.2197], [0.6136, -1.9926, -1.0442], [-0.0498, 0.3769, 1.2344], [-0.5824, 3.3136, 3.3464], [-1.2190, -2.0232, -1.4867], [-0.0557, 0.0734, -0.4769], [-0.5790, -0.3239, 1.1723], [1.1607, 0.9982, -1.1971], [-0.2940, -0.2023, 0.3270], [0.1357, 0.0989, 0.1074], [-0.1766, -2.0566, -2.2058], [0.4130, 1.7944, 1.0548], [-0.2222, -1.3576, 0.7893], [0.6113, 0.2880, -0.1454], [0.2751, 0.5053, -0.4374], [0.3482, -0.4888, -0.3022], [-0.2900, -0.1726, 0.1841], [-0.2847, 0.1052, -0.3415], [-0.5136, 0.3079, 0.2270], [-0.1264, 0.4644, -0.6898], [-0.0489, 0.4214, -0.2625], [0.1270, -0.3430, -0.3928], [-0.0020, -0.5933, -0.1995], [0.3308, 0.3404, 0.1131], [0.0715, 0.3893, 0.0021], [-0.5252, -0.4453, 0.0243], [0.0558, -0.3770, 0.4323], [0.0230, -0.2195, -0.4490], [-0.1998, -0.1233, 0.1253], [1.1876, 1.0792, -0.2810]],
  "mulliken_charge": [-0.560, 0.427, -0.547, -0.440, -0.839, 0.071, -0.255, -0.145, 0.475, -0.415, -0.495, -0.507, -0.709, -0.534, 0.631, -0.524, -0.630, 0.287, 0.269, 0.209, 0.390, 0.679, 0.408, 0.241, 0.157, 0.327, 0.431, 0.257, 0.369, 0.348, 0.366, 0.346, 0.327, 0.586]
}